No. 1
Formula: C12H30CsN2
Source: OMol25
Level of theory: the ωB97M-V functional and the def2-TZVPD basis

```
45
Properties=species:S:1:pos:R:3:forces:R:3:mulliken_charge:R:1
Cs 7.2999 -19.7056 -0.4700 -1.99 0.05 -3.60 1.470
C 6.0805 -17.6694 3.0524 0.87 -0.43 0.11 -1.785
C 6.7715 -18.5227 1.9544 -2.30 0.47 1.41 -1.077
N 6.3897 -19.9381 1.8615 -0.83 -0.32 3.11 0.138
C 6.9409 -20.7343 2.9727 -0.11 -0.92 -0.37 -1.255
C 8.4550 -20.6330 3.0576 -1.15 -0.60 0.80 -0.836
C 4.9308 -20.1977 1.8181 0.34 0.67 -2.27 -0.350
C 4.3969 -19.6951 0.4189 -0.44 -0.02 0.55 -1.508
H 4.9920 -17.7162 3.0208 0.12 0.25 -0.25 0.349
H 6.4575 -16.6517 2.9515 -0.39 0.18 -0.14 0.462
H 6.3749 -17.9516 4.0633 0.06 -0.32 0.02 0.354
H 6.4506 -18.0679 1.0172 -0.15 0.49 0.26 1.055
H 7.8506 -18.3700 1.9719 -1.66 -1.43 1.00 -0.279
H 6.3866 -20.5970 3.9012 0.29 0.67 0.42 0.474
H 6.6749 -21.7696 2.7596 0.14 -0.20 -0.33 0.537
H 8.7411 -19.7130 3.5673 0.22 0.02 -0.09 0.296
H 8.8940 -21.4670 3.6052 -0.15 -0.01 0.11 0.464
H 8.8697 -20.6509 2.0497 -1.20 -1.00 0.74 -0.110
H 4.3660 -19.7658 2.6442 0.04 0.14 0.03 0.433
H 4.8124 -21.2806 1.8568 -0.08 0.03 0.04 0.414
H 4.8944 -20.1332 -0.4463 -0.79 -0.80 0.43 0.298
H 4.5834 -18.6429 0.2039 -0.19 0.36 0.62 0.400
H 3.3206 -19.8370 0.3216 0.08 -0.11 0.06 0.411
C 9.5869 -17.7098 1.5754 0.29 0.40 -1.11 -1.352
C 10.0997 -19.1026 1.2186 0.98 0.42 0.38 -0.579
N 9.7189 -19.5695 -0.1438 2.77 0.31 2.47 0.291
C 10.1058 -20.9690 -0.3376 0.42 -0.14 -1.85 -0.504
C 9.4650 -21.5210 -1.6673 0.48 -0.69 0.60 -1.091
C 10.1036 -18.6738 -1.2165 1.85 0.64 -0.62 -0.822
C 11.6306 -18.6109 -1.5447 0.11 -0.79 0.11 -1.274
H 9.5746 -17.4755 2.6398 0.55 -0.16 0.05 0.459
H 8.5325 -17.6351 1.3093 1.50 1.24 -1.05 0.863
H 10.1568 -16.9714 1.0114 -0.04 0.28 0.36 0.445
H 11.1730 -19.1048 1.4088 0.51 0.09 -0.54 0.376
H 9.7602 -19.7964 1.9876 1.03 1.13 -1.33 0.429
H 11.1933 -21.0398 -0.3595 0.26 -0.08 -0.50 0.431
H 9.9129 -21.6605 0.4826 -0.88 0.49 0.32 0.423
H 9.9043 -21.1634 -2.5986 0.16 0.23 0.24 0.266
H 9.5531 -22.6071 -1.6931 0.20 -0.02 0.07 0.363
H 8.3907 -21.3447 -1.7216 0.62 -0.42 -0.33 0.112
H 9.8881 -17.6289 -0.9931 -0.72 -0.17 0.35 0.329
H 9.5161 -18.9374 -2.0960 0.19 0.02 -0.25 0.462
H 12.0432 -19.6094 -1.6897 -0.06 -0.09 -0.21 0.272
H 12.2406 -18.1947 -0.7430 -0.37 0.13 0.34 0.307
H 11.9204 -18.0310 -2.4209 -0.57 0.03 -0.13 0.437
```
Forces are in eV/Å.

Properties
* net charge: +1
* total energy: -16448.94527 eV

No. 2
Formula: C4H18NO6S
Source: OMol25
Level of theory: the ωB97M-V functional and the def2-TZVPD basis

```
30
Properties=species:S:1:pos:R:3:forces:R:3:nbo_charge:R:1
O -1.1003 1.5422 2.8335 -0.22 0.08 -0.23 -0.597
C -1.1960 1.8734 1.6803 0.51 0.28 0.16 0.792
O -2.0357 2.8003 1.2096 0.19 -0.18 -0.57 -0.666
C -0.2718 1.3567 0.5608 -0.73 0.17 0.50 -0.166
C 1.1423 1.3010 1.0794 0.43 -0.28 0.79 -0.440
C 2.2737 0.6752 0.2546 -0.08 0.83 0.16 -0.563
S 2.3465 1.2441 -1.4798 -0.06 0.05 0.02 -0.092
N -0.7537 -0.0046 0.1955 0.64 -0.27 0.23 -0.756
H -2.6082 3.1450 1.8978 -0.17 -0.01 0.53 0.506
H -0.4298 2.0004 -0.2860 0.25 0.14 -0.49 0.247
H 1.0890 0.7624 2.0276 0.01 -0.41 -0.01 0.242
H 1.4485 2.2732 1.4453 -0.10 0.58 -0.44 0.234
H 3.1878 1.0007 0.7602 -0.01 -0.25 -0.22 0.240
H 2.2304 -0.4011 0.2843 -0.02 -0.45 -0.08 0.213
H 3.6309 1.6220 -1.5077 -0.01 0.00 0.13 0.137
H -1.1094 -0.5434 1.0094 -0.41 0.28 -0.31 0.467
H 0.0290 -0.5603 -0.1345 0.52 -0.63 -0.43 0.442
H -1.4076 0.0013 -0.5810 -0.42 -0.03 -0.15 0.447
H -0.3977 -2.8536 -2.4571 0.14 -0.13 0.14 0.462
H 0.7178 -2.8340 -3.5067 -0.14 -0.06 0.16 0.457
O -0.2445 -2.7776 -3.4101 -0.01 0.23 -0.22 -1.005
H 1.4039 -2.7089 -0.2278 -0.18 0.10 0.01 0.357
H 0.4214 -3.5763 0.5782 -0.07 0.98 -0.22 0.420
O 0.5545 -2.6333 0.2682 0.16 -0.85 0.14 -1.318
H 0.2804 0.5593 -3.2709 0.05 -0.27 -0.14 0.479
H -0.4999 -0.8302 -3.3566 0.38 0.80 0.44 0.509
O -0.4427 0.0490 -2.8953 -0.54 -0.55 -0.01 -1.018
H -3.1814 -1.4142 2.0374 -0.35 -0.67 -0.04 0.479
H -2.3738 -0.4770 2.9559 -0.33 -0.04 -0.81 0.495
O -2.7036 -0.5917 2.0354 0.59 0.57 0.97 -1.002
```
Forces are in eV/Å.

Properties
* <S²>: 0.75
* net charge: 0
* total energy: -29047.92632 eV
* spin multiplicity: 2

No. 3
Formula: C34H81N13O13
Source: OMol25
Level of theory: the ωB97M-V functional and the def2-TZVPD basis

```
141
Properties=species:S:1:pos:R:3:forces:R:3:mulliken_charge:R:1
O -0.1875 2.5387 -4.2796 -0.30 -0.51 -0.46 -0.550
C 0.5695 2.8953 -3.3997 0.17 1.21 0.94 0.616
N 0.2444 3.9590 -2.5858 1.71 -0.60 0.31 -0.002
C 1.9231 2.2202 -3.1573 -0.72 -0.76 0.14 -0.843
H -0.6081 4.4922 -2.6152 -0.47 -0.32 -0.36 0.144
H 0.9113 4.2722 -1.8846 -0.24 -0.33 -0.44 -0.060
H 2.3744 2.0503 -4.1334 0.11 0.18 -0.01 0.483
H 1.7366 1.1863 -2.7541 0.07 0.93 -0.11 -0.080
H 2.6049 2.7780 -2.5073 -0.17 -0.11 -0.10 0.348
O -4.4753 1.3467 -0.9146 0.09 -0.15 -1.39 -0.531
C -4.6762 1.0360 -2.0953 -2.16 0.39 1.20 0.168
N -5.9553 1.2652 -2.6500 1.23 0.11 0.90 -0.449
C -3.7145 0.3770 -3.0099 -0.69 -0.03 -0.68 -0.025
H -6.7075 1.4832 -2.0153 0.19 -0.02 0.20 0.285
H -6.2477 0.7809 -3.4698 0.16 -0.21 -0.56 0.204
H -4.0544 0.5052 -4.0554 0.32 -0.37 0.56 0.664
H -3.7010 -0.6928 -2.7443 0.21 0.35 -0.18 0.212
H -2.7461 0.8317 -2.9046 0.51 -0.04 0.10 -0.524
O -0.0027 0.2532 3.1229 0.03 -0.12 -1.02 -0.406
C 0.3607 0.5666 4.2493 -0.54 -0.03 0.32 0.652
N 0.2146 1.8192 4.6903 0.14 0.18 -0.27 -0.230
C 0.8603 -0.4323 5.2106 0.55 0.24 0.90 -1.149
H -0.1137 2.4931 4.0305 -0.23 0.66 -0.32 -0.113
H 0.3465 2.1169 5.6313 0.20 -0.16 0.36 0.215
H 1.2856 0.1054 6.0617 0.34 -0.29 -0.02 0.520
H 1.5861 -1.1167 4.7627 -0.28 0.07 0.09 -0.034
H -0.0157 -0.9280 5.6091 -0.19 -0.47 -0.15 0.263
O -2.3127 4.8121 -1.8089 1.90 0.63 0.84 -0.721
C -3.4079 4.4373 -2.1435 -0.76 0.33 -1.36 0.509
N -4.3966 4.3552 -1.2493 -1.23 -0.55 0.29 -0.361
C -3.6921 4.2458 -3.6007 -1.45 0.51 -0.39 -0.816
H -5.1393 3.6663 -1.2878 0.18 0.18 -0.53 0.215
H -4.1067 4.5205 -0.3159 0.33 0.15 0.84 0.289
H -3.1672 3.3603 -3.9578 -0.38 -0.18 -0.13 -0.244
H -3.3033 5.0966 -4.1806 0.21 -0.22 0.48 0.492
H -4.8000 4.3036 -3.7671 0.97 -0.80 -0.09 0.384
O 4.3198 3.5474 0.0119 -0.49 -0.31 -0.18 -0.759
C 3.3414 3.5771 0.7625 1.62 1.26 -0.19 -0.031
N 3.2752 4.6412 1.6325 -1.05 -0.41 -0.07 -0.357
C 2.3058 2.5308 0.7988 -0.53 0.13 0.79 1.204
H 3.8721 5.3943 1.3198 -0.07 0.05 0.47 0.278
H 2.4364 4.8409 2.1968 0.68 -0.19 -0.60 0.244
H 1.5465 2.8659 1.5008 -0.53 -0.23 -0.30 -0.459
H 2.7313 1.6516 1.2526 0.29 -0.57 0.04 0.161
H 1.9357 2.2686 -0.1921 -0.07 0.14 0.11 -0.307
C -1.8781 2.7115 1.8755 -0.62 1.05 -1.43 0.840
C -0.9026 3.8641 1.7480 0.51 -1.60 -0.18 0.609
O -0.1716 4.1155 2.7012 0.33 0.65 0.16 -0.764
N -0.7937 4.4171 0.5246 0.38 -0.04 1.13 0.743
C 0.0858 5.5460 0.3231 -0.52 0.87 -0.85 -1.226
H -2.5459 3.0205 2.6698 -0.49 -0.37 0.08 0.603
H -1.3725 1.8017 2.1294 0.52 -0.30 0.40 -0.998
H -2.3821 2.5169 0.9009 -0.16 0.22 0.84 -0.485
H -1.5315 4.1757 -0.1079 0.06 0.38 -0.78 -0.261
H 1.0872 5.3268 -0.0696 -0.22 -0.40 0.10 0.185
H 0.2222 6.0327 1.2780 0.07 0.21 0.23 0.501
H -0.3797 6.2694 -0.3811 0.19 -0.50 0.45 0.245
C -1.6457 -3.6668 3.2591 1.24 -0.20 -0.25 -1.231
C -2.4139 -3.2789 2.0560 0.73 0.77 -0.07 0.727
O -3.6126 -3.1990 2.0937 -1.73 -0.20 -0.18 -0.622
N -1.7129 -2.8728 0.9394 -1.17 -0.20 -0.49 1.065
C -2.5711 -2.5906 -0.2279 -0.56 0.54 0.78 -1.344
H -0.9478 -2.8664 3.5152 0.05 -0.08 0.05 -0.070
H -1.0760 -4.5547 3.0018 0.38 -0.17 0.16 0.482
H -2.2767 -3.8914 4.0962 -0.43 -0.01 0.22 0.414
H -0.8344 -3.3184 0.7616 0.57 -0.12 0.14 -0.407
H -3.1790 -3.4683 -0.5189 0.17 0.46 0.13 0.526
H -2.0081 -2.2308 -1.0724 0.63 -0.12 -0.24 0.387
H -3.2411 -1.7385 0.0533 0.32 -0.97 -0.26 -0.012
C -4.3814 -1.6863 4.9039 0.02 0.73 -0.39 -1.047
C -3.1828 -0.8021 4.5540 0.21 0.01 -0.28 0.641
O -2.3179 -0.4756 5.3881 -1.11 -0.63 -0.96 -0.698
N -3.0664 -0.4010 3.2454 0.98 -0.17 1.33 0.366
C -4.0765 -0.2853 2.2362 -1.46 0.83 0.13 -0.778
H -4.6163 -1.4114 5.9341 -0.29 -0.39 -0.13 0.432
H -4.1229 -2.7420 4.7984 0.17 0.16 0.22 0.116
H -5.2358 -1.5403 4.2074 0.51 0.12 0.66 0.290
H -2.1970 0.1083 3.1584 -0.01 0.10 -0.42 -0.126
H -4.7024 -1.1760 2.1501 0.55 -0.08 -0.23 0.513
H -3.6718 0.0204 1.2657 0.14 -0.36 0.27 -0.371
H -4.7922 0.5192 2.5026 0.25 -0.07 -0.10 0.432
C 3.1675 -3.6738 3.3110 0.90 0.62 0.00 -0.326
C 4.3003 -4.4539 2.6254 -0.72 1.13 -0.26 0.475
O 4.4513 -5.6488 2.7977 0.09 -0.25 -0.08 -0.688
N 5.0713 -3.7095 1.7741 0.30 -1.12 -0.33 0.119
C 5.9978 -4.4076 0.8755 -1.07 0.42 -1.15 -1.067
H 3.4036 -2.5934 3.3508 -0.21 -0.38 -0.34 0.062
H 3.1383 -3.9894 4.3419 -0.25 -0.36 0.30 0.496
H 2.2052 -3.8433 2.8174 0.31 -0.08 0.05 -0.170
H 4.8973 -2.7270 1.5922 -0.18 -0.16 0.15 0.423
H 7.0186 -4.2888 1.1629 0.77 0.07 0.33 0.354
H 5.9011 -4.0134 -0.1796 0.00 -0.25 1.08 0.249
H 5.7630 -5.4791 0.8512 0.02 0.31 0.19 0.394
C 0.1159 -5.1665 -1.3002 1.11 -0.69 1.35 -1.191
C 1.2564 -5.1962 -0.2211 -0.34 1.00 -0.20 0.732
O 1.0969 -4.7705 0.9415 -0.16 -1.04 -1.70 -0.596
N 2.4782 -5.5738 -0.6774 0.75 -0.12 0.74 -0.043
C 2.8578 -6.0338 -2.0105 -0.86 -1.02 0.39 -1.099
H -0.7792 -4.8494 -0.7644 -0.06 -0.20 -0.43 0.136
H 0.0258 -6.1498 -1.7840 -0.26 0.19 0.37 0.485
H 0.3910 -4.4881 -2.0909 0.04 0.56 -0.14 0.332
H 3.2151 -5.6209 0.0457 -0.76 0.19 -0.54 0.216
H 2.7957 -5.3042 -2.8064 -0.24 0.34 0.02 0.300
H 2.3229 -6.9563 -2.2821 -0.39 0.45 -0.11 0.330
H 3.8540 -6.4103 -1.9809 1.00 0.18 0.26 0.393
C 1.4928 -1.6724 0.6576 0.04 0.77 0.99 1.344
C 0.6883 -0.9385 -0.3421 0.40 -0.55 -2.23 0.889
O 0.8962 -1.1121 -1.5680 -0.53 0.38 0.99 -0.779
N -0.2269 -0.0847 0.1483 1.00 -0.40 0.69 2.924
C -1.1092 0.6565 -0.7411 -0.70 -1.64 1.84 -0.307
H 2.5556 -1.5591 0.4368 -0.12 0.11 0.25 -0.307
H 1.2932 -2.7192 0.7426 -0.27 -0.62 -0.48 -1.355
H 1.1899 -1.2702 1.6264 0.71 -0.03 0.31 -0.338
H -0.1855 -0.0553 1.1855 -0.77 0.53 -1.02 -0.976
H -0.9107 1.6986 -0.6626 0.01 0.97 -0.37 -0.285
H -2.1328 0.3973 -0.4232 0.14 0.64 -0.25 -0.494
H -0.9745 0.2235 -1.7070 0.34 0.14 -0.82 0.410
C 4.3811 0.0599 -1.1159 -1.15 1.70 -0.72 -0.649
C 4.8834 0.0589 0.2885 0.95 -2.11 -0.22 0.407
O 4.6839 -0.9880 0.9531 0.36 2.01 -0.15 -0.864
N 5.6898 1.0693 0.6661 -1.04 -1.38 0.61 -0.143
C 6.1422 1.1726 2.0267 -0.21 1.31 0.05 -1.052
H 3.3037 0.3116 -1.0862 0.28 -0.36 -0.01 -0.166
H 4.4675 -0.9216 -1.5317 0.06 -0.57 -0.15 0.447
H 4.7965 0.8098 -1.8210 0.17 -0.38 0.68 0.335
H 5.5912 1.9344 0.2008 -0.27 0.83 -0.86 0.349
H 6.1939 2.2548 2.2075 -0.02 -0.26 0.39 0.395
H 7.1471 0.8170 2.0621 0.64 -0.61 0.58 0.347
H 5.4628 0.7096 2.7489 0.30 -0.12 -0.24 0.272
C -2.1500 1.9572 -6.7418 0.40 0.02 0.71 -1.062
C -2.3312 0.6218 -6.0779 -0.15 0.16 -0.41 0.783
O -3.4207 0.0649 -6.0622 -0.36 -0.14 -0.04 -0.731
N -1.2233 0.0455 -5.6034 0.65 0.22 0.02 -0.034
C -1.2884 -1.2761 -5.0390 0.99 -0.13 0.99 -0.624
H -1.1096 2.2982 -6.7461 -0.41 0.29 0.45 0.225
H -2.8979 2.6510 -6.3574 0.39 0.20 0.12 0.157
H -2.4005 1.7905 -7.7504 -0.46 -0.20 -1.44 0.458
H -0.4294 0.6633 -5.4398 -0.28 -0.41 0.11 0.234
H -0.2808 -1.6635 -4.8473 -0.06 0.21 -0.32 0.374
H -1.8034 -1.9610 -5.6902 -0.34 -0.11 -0.19 0.297
H -1.7363 -1.2643 -4.0435 -0.37 -0.09 -0.10 0.026
```
Forces are in eV/Å.

Properties
* net charge: 0
* total energy: -82568.71280 eV

No. 4
Formula: C4H14N
Source: OMol25
Level of theory: the ωB97M-V functional and the def2-TZVPD basis

```
19
Properties=species:S:1:pos:R:3:forces:R:3:nbo_charge:R:1
C 3.1528 -0.2056 -0.1042 0.53 -0.50 0.01 -0.435
N 1.9729 0.6417 -0.4760 -0.27 -0.21 -0.29 -0.672
H 3.4822 0.0589 0.8920 0.14 0.08 -0.02 0.247
H 2.9520 -1.2714 -0.1461 -0.64 0.06 0.17 0.251
H 3.9324 -0.0747 -0.8466 0.12 0.44 0.12 0.244
H 1.6354 1.2456 0.2734 0.15 0.04 0.16 0.454
H 1.1567 0.0912 -0.7541 -0.02 -0.13 -0.03 0.454
H 2.2235 1.2293 -1.2669 -0.13 0.24 -0.08 0.448
C -1.3901 0.8765 0.8384 -0.70 0.50 -1.00 -0.640
C -1.4152 -0.5607 0.3491 -0.48 -1.10 1.43 -0.386
C -2.6410 -0.8954 -0.4925 1.01 0.54 -1.25 -0.602
H -0.7760 1.1361 1.6963 0.33 -0.19 -0.05 0.213
H -2.3978 1.2344 1.0642 -0.02 -0.30 0.31 0.241
H -1.1716 1.4934 -0.0474 0.43 0.22 0.30 0.188
H -1.4972 -1.3056 1.1563 0.36 0.56 0.33 0.217
H -0.4629 -0.8423 -0.1210 -0.14 -0.01 -0.42 0.134
H -2.6358 -1.9563 -0.7314 -0.24 -0.02 0.00 0.223
H -3.5632 -0.6057 -0.0080 -0.12 -0.07 0.27 0.224
H -2.5739 -0.3396 -1.4382 -0.31 -0.16 0.04 0.198
```
Forces are in eV/Å.

Properties
* net charge: +1
* total energy: -5858.06937 eV

Relative energy (zero: lowest compared OMol25 entry of this formula, charge and spin) across the listed records, respectively: 110.0; 11.6; 0.0; 18.1 kcal/mol.